Here is a 2-piece molecular cluster, C8H6BrN overall at a distorted geometry from the OMol25 dataset. Energies are from ωB97M-V with the def2-TZVPD basis set.

Last column: natural (NBO) charge in e.
CARTESIAN COORDINATES (ANGSTROEM)
Br -4.2228 0.8928 0.1155  0.03
N -2.6065 -1.6785 0.3225  -0.29
C 2.0800 1.3882 -0.5694  -0.19
C 0.5518 -0.5165 0.7788  -0.34
C 0.7546 1.2810 -0.9418  -0.33
C -3.2836 -1.9110 -0.7549  0.04
C 0.0710 0.3535 -0.1846  0.18
C 1.8788 -0.2615 1.1711  -0.20
C -3.0615 -0.5336 -0.4923  0.00
C 2.6028 0.6936 0.5320  -0.24
H 3.6007 0.9250 0.9187  0.22
H -3.6092 -2.6128 -1.4268  0.22
H -0.2193 -1.1619 1.2759  0.25
H 0.3162 1.8217 -1.6431  0.22
H 2.3892 -0.9489 1.8210  0.21
H 2.7574 2.2687 -0.9228  0.21

- E_HOMO (spin up / spin down) (eV) = -8.736 / -8.450
- energy relative to the best compared isomer or geometry (same formula, charge and spin) (eV) = 5.234
- E_tot (eV) = -79918.528
- HOMO-LUMO gap (spin up / spin down) (eV) = 8.2 / 8.5
- largest force on an atom (eV/A) = 4.817
- LUMO level (spin up / spin down) (eV) = -0.492 / 0.043

***

Here is C8H6Cl2N2O3ScTm as an isolated structure at a distorted geometry from the OMol25 dataset. Energies are from ωB97M-V with the def2-TZVPD basis set.

Last column: natural (NBO) charge in e.
CARTESIAN COORDINATES (ANGSTROEM)
Tm -0.5722 0.8191 0.5800  2.01
Sc -1.3410 -1.6834 -3.6960  1.85
Cl -0.1842 -2.7110 -2.0214  -0.31
Cl -2.2461 2.1581 -0.6108  -0.51
O 0.5087 0.9825 -4.1882  -0.15
O 2.2644 2.5126 1.8132  -0.18
O 0.8461 -2.5658 -5.9467  -0.12
N 0.1822 -2.6261 1.9225  -0.74
N -1.1939 -0.8290 1.7672  -0.76
C -2.9679 -0.3923 3.3304  -0.18
C -0.8986 -1.9802 2.4282  0.43
C -1.5739 -2.3468 3.5812  -0.22
C -0.2660 0.1220 -4.0638  0.37
C -2.6253 -1.5435 4.0308  -0.04
C -0.0268 -2.2898 -5.2296  0.36
C -2.2644 -0.0490 2.1910  -0.11
C 1.3793 1.9139 1.3802  0.37
H -3.1890 -1.8252 4.9056  0.29
H -1.2909 -3.2744 4.0677  0.28
H 0.4109 -3.5320 2.3069  0.45
H -2.6197 0.7664 1.5099  0.24
H -3.7817 0.2529 3.6559  0.29
H 0.3912 -2.4887 0.9356  0.38

- 2S+1 = 3
- E_HOMO (spin up / spin down) (eV) = -21.087 / -21.090
- energy relative to the best compared isomer or geometry (same formula, charge and spin) (eV) = 1.225
- E_tot (eV) = -92745.703
- charge = +4
- HOMO-LUMO gap (spin up / spin down) (eV) = 3.2 / 3.2
- expectation value of S² = 2.002
- largest force on an atom (eV/A) = 9.505
- LUMO level (spin up / spin down) (eV) = -17.847 / -17.847

***

Here is C8H6Cl3O2Sn as an isolated structure from the OMol25 dataset. Energies are from ωB97M-V with the def2-TZVPD basis set.

Last column: natural (NBO) charge in e.
CARTESIAN COORDINATES (ANGSTROEM)
Sn 0.1899 0.1113 -0.4193  1.65
Cl -0.0958 2.8727 -0.8260  0.02
Cl 1.1095 1.1486 -2.8600  0.04
Cl -1.7256 -4.8805 5.5377  0.47
O -0.8588 -0.4948 2.0684  -0.50
O 0.2788 -2.2953 0.2539  -0.61
C -1.0310 -1.4561 2.7909  0.53
C -0.8425 -3.8573 3.2510  -0.11
C -0.6202 -2.8454 2.4024  -0.15
C -1.6783 -1.2674 4.1271  -0.05
C 0.0334 -3.1418 1.0912  0.49
C 0.6448 2.8316 -2.4591  -0.36
C -1.8905 -2.2992 4.9612  -0.25
C -1.4836 -3.6111 4.5533  0.16
H -0.5607 -4.8775 3.0088  0.29
H -2.3587 -2.1677 5.9296  0.31
H 0.2931 -4.1933 0.9068  0.21
H -0.0937 3.1680 -3.1797  0.29
H 1.5405 3.4443 -2.4455  0.29
H -1.9675 -0.2551 4.3879  0.29

- E_HOMO (eV) = -21.352
- energy relative to the best compared isomer or geometry (same formula, charge and spin) (eV) = 0.004
- E_tot (eV) = -55853.876
- charge = +3
- HOMO-LUMO gap (eV) = 7.3
- largest force on an atom (eV/A) = 0.110
- LUMO level (eV) = -14.066

***

Here is C8H6Cl5F6O2PtSb as an isolated structure from the OMol25 dataset. Energies are from ωB97M-V with the def2-TZVPD basis set.

Last column: natural (NBO) charge in e.
CARTESIAN COORDINATES (ANGSTROEM)
Pt 0.5028 0.3197 -0.2499  1.41
Sb -0.0124 1.1224 -3.3310  3.17
Cl -3.5031 -2.1818 1.1339  0.41
Cl -5.9944 -0.4300 1.7771  0.44
Cl -2.8736 3.9180 2.0009  0.27
Cl -0.3905 2.1153 1.4177  0.23
Cl -5.6994 2.6327 2.0719  0.36
F 1.5808 0.3871 -1.9464  -0.67
F -0.9245 -0.1492 -2.1993  -0.69
F 1.1898 2.3130 -4.0309  -0.60
F 0.5349 -0.2967 -4.3573  -0.61
F -0.1291 2.1498 -1.6898  -0.68
F -1.5998 1.7814 -3.9612  -0.61
O 2.9606 -1.0644 -0.0129  -0.45
O -1.0697 -0.6191 0.8319  -0.57
C -4.3679 1.6934 1.7852  -0.05
C -2.0677 0.0664 1.1631  0.39
C -1.9789 1.4732 1.4330  -0.07
C -3.0705 2.2773 1.7209  -0.05
C -4.5210 0.2689 1.6235  0.00
C -3.3672 -0.5591 1.3235  -0.06
C 5.0754 -2.2278 0.5080  -0.65
C 3.5776 -2.1196 0.5690  -0.06
H 3.5336 -0.6453 -0.6922  0.54
H 3.2074 -3.0660 -0.0295  0.42
H 5.5367 -1.4138 -0.0505  0.27
H 3.0427 -2.3497 1.5063  0.30
H 5.4365 -3.1837 0.1182  0.31
H 5.3909 -2.2122 1.5670  0.32

- 2S+1 = 6
- E_HOMO (spin up / spin down) (eV) = -19.369 / -19.863
- E_tot (eV) = -101153.354
- charge = +3
- HOMO-LUMO gap (spin up / spin down) (eV) = 8.7 / 5.4
- expectation value of S² = 8.776
- largest force on an atom (eV/A) = 0.797
- LUMO level (spin up / spin down) (eV) = -10.620 / -14.480

***

Question: Among the records above, which one has the lowest largest force on an atom?
Answer: C8H6Cl3O2Sn

***

Question: Look up the largest force on an atom of the first one.
Answer: 4.817 eV/A

***

Repeat the third record exactly.
Here is C8H6Cl3O2Sn as an isolated structure from the OMol25 dataset. Energies are from ωB97M-V with the def2-TZVPD basis set.

Last column: natural (NBO) charge in e.
CARTESIAN COORDINATES (ANGSTROEM)
Sn 0.1899 0.1113 -0.4193  1.65
Cl -0.0958 2.8727 -0.8260  0.02
Cl 1.1095 1.1486 -2.8600  0.04
Cl -1.7256 -4.8805 5.5377  0.47
O -0.8588 -0.4948 2.0684  -0.50
O 0.2788 -2.2953 0.2539  -0.61
C -1.0310 -1.4561 2.7909  0.53
C -0.8425 -3.8573 3.2510  -0.11
C -0.6202 -2.8454 2.4024  -0.15
C -1.6783 -1.2674 4.1271  -0.05
C 0.0334 -3.1418 1.0912  0.49
C 0.6448 2.8316 -2.4591  -0.36
C -1.8905 -2.2992 4.9612  -0.25
C -1.4836 -3.6111 4.5533  0.16
H -0.5607 -4.8775 3.0088  0.29
H -2.3587 -2.1677 5.9296  0.31
H 0.2931 -4.1933 0.9068  0.21
H -0.0937 3.1680 -3.1797  0.29
H 1.5405 3.4443 -2.4455  0.29
H -1.9675 -0.2551 4.3879  0.29

- E_HOMO (eV) = -21.352
- energy relative to the best compared isomer or geometry (same formula, charge and spin) (eV) = 0.004
- E_tot (eV) = -55853.876
- charge = +3
- HOMO-LUMO gap (eV) = 7.3
- largest force on an atom (eV/A) = 0.110
- LUMO level (eV) = -14.066